Record 1
Below is a 25-piece molecular cluster, C75H175N25O25 overall, with properties calculated with wB97M-V/def2-TZVPD.

Each line ends with the Mulliken charge.
Atoms and positions in Å:
C 5.5828 0.0390 -2.1784  0.28
C 6.5488 0.2107 -0.9804  0.21
O 6.1231 0.2794 0.1989  -0.61
N 7.8546 0.2257 -1.3038  -0.21
C 8.8049 0.2373 -0.1703  -0.90
H 6.1036 -0.0349 -3.1795  0.57
H 4.9656 0.9178 -2.2518  -0.63
H 4.9895 -0.8371 -1.9585  -0.15
H 8.1416 -0.3384 -2.0687  0.31
H 9.1092 1.1939 0.2091  0.26
H 9.6433 -0.3859 -0.4872  0.39
H 8.4227 -0.2962 0.7244  0.28
C -0.8563 0.9369 -5.5695  1.82
C -0.3646 1.2613 -6.9707  -0.20
O -0.8257 0.8635 -8.0386  -0.89
N 0.7135 2.1001 -6.9502  0.68
C 1.5981 2.3031 -8.0402  -0.81
H -1.9645 1.0210 -5.6862  0.36
H -0.5208 1.6400 -4.7837  -1.19
H -0.5195 -0.0847 -5.3112  -0.43
H 1.1192 2.3308 -6.0509  -0.01
H 1.4113 1.5478 -8.8471  0.21
H 2.6315 2.2673 -7.7328  0.16
H 1.3878 3.2575 -8.5248  0.33
C 2.3500 -0.7147 -4.0965  2.00
C 3.5996 -0.5394 -4.9661  -0.33
O 4.3363 -1.4687 -5.1904  -0.70
N 3.8305 0.6593 -5.5337  1.43
C 4.9616 0.8723 -6.4188  -1.22
H 1.9161 -1.7004 -4.2404  -0.79
H 1.6031 0.0161 -4.4169  -0.44
H 2.6159 -0.6379 -3.0346  -0.33
H 3.2887 1.4805 -5.3137  -0.16
H 4.8344 0.3703 -7.3739  0.29
H 5.9062 0.5143 -6.0068  0.25
H 5.0003 1.9140 -6.6629  0.43
C -0.2767 8.4092 2.7006  -1.37
C -0.4086 7.0204 2.0716  0.47
O -0.6169 6.9173 0.8516  -0.57
N -0.3659 5.9444 2.9172  0.24
C -0.2305 4.6297 2.4074  1.05
H -1.1423 8.5741 3.3284  0.33
H -0.2902 9.1586 1.9202  0.37
H 0.6590 8.4816 3.3090  0.34
H -0.2088 6.0396 3.9114  0.24
H 0.6331 4.1422 2.8495  -0.27
H -0.1182 4.7058 1.3292  -0.38
H -1.1023 4.0308 2.5509  -0.41
C -7.6412 -1.4308 -1.8984  -0.55
C -7.8503 -1.1380 -0.4451  0.55
O -8.3084 -1.9862 0.2992  -0.68
N -7.5932 0.0634 0.0871  -0.04
C -6.5062 0.8722 -0.3625  -1.16
H -8.4804 -1.9798 -2.3155  0.48
H -6.8239 -2.1463 -1.9611  -0.21
H -7.4547 -0.5449 -2.5093  0.29
H -7.9801 0.0922 1.0336  0.24
H -6.5845 1.8435 0.0194  0.55
H -6.5384 1.1214 -1.4392  0.34
H -5.5401 0.4561 -0.2195  0.24
C -1.1057 -2.9069 0.7665  0.89
C -2.4608 -2.4175 0.3689  -0.40
O -2.5856 -1.5005 -0.4482  -0.24
N -3.5217 -2.9890 0.9889  1.20
C -4.9616 -2.6571 0.8375  -1.53
H -0.7310 -2.3773 1.6461  -0.28
H -0.4964 -2.7193 -0.1196  -0.64
H -1.1113 -3.9822 0.8745  0.18
H -3.3593 -3.7461 1.6806  -0.63
H -5.4036 -2.8464 1.8689  0.39
H -5.4785 -3.3175 0.1217  0.47
H -4.9940 -1.6558 0.4926  0.17
C -3.2290 -0.2838 6.5653  -1.26
C -3.0295 -0.1431 5.0526  -0.89
O -1.9182 0.0087 4.5521  0.35
N -4.1094 -0.2978 4.2692  0.83
C -4.0209 -0.4395 2.8520  0.68
H -2.2935 -0.0713 7.0982  0.09
H -3.5436 -1.2618 6.8982  0.39
H -3.9544 0.4399 7.0203  0.28
H -4.9987 -0.4908 4.7247  0.42
H -3.7156 0.5057 2.3752  -0.33
H -5.0103 -0.7213 2.4629  0.59
H -3.3797 -1.2415 2.6109  -1.27
C 0.1294 -7.5762 -3.4171  -1.07
C -1.0364 -6.6419 -3.4245  0.68
O -1.8821 -6.5575 -4.3219  -0.67
N -1.1585 -5.9322 -2.2466  0.25
C -2.2954 -5.1234 -1.9989  -0.42
H 1.0082 -7.0845 -3.0661  0.19
H 0.2798 -7.7258 -4.4995  0.31
H -0.1735 -8.5020 -2.9248  0.37
H -0.3633 -5.8514 -1.6437  0.00
H -2.1634 -4.1112 -2.3964  0.17
H -2.4766 -5.1965 -0.9147  -0.14
H -3.1205 -5.5573 -2.5408  0.40
C -4.5256 -2.2925 -3.3021  -0.11
C -4.4298 -0.8041 -3.5779  1.00
O -4.7709 -0.3946 -4.6980  -0.93
N -3.8213 0.0615 -2.6538  1.84
C -3.5928 1.4440 -2.9514  -0.36
H -3.6308 -2.7790 -3.7955  -0.29
H -5.4839 -2.5751 -3.7689  0.40
H -4.4655 -2.6045 -2.2576  -0.47
H -3.3652 -0.3507 -1.8495  -0.54
H -3.5873 1.5898 -4.0642  0.41
H -2.6447 1.8428 -2.5533  -0.68
H -4.4404 2.1293 -2.6060  0.25
C -1.7597 -3.3468 -7.4897  -1.01
C -2.5642 -2.4413 -6.5467  0.28
O -2.0013 -2.0476 -5.5267  0.08
N -3.8934 -2.2061 -6.6891  0.00
C -4.7663 -2.8648 -7.6569  -1.20
H -1.7221 -4.1951 -6.8373  0.42
H -0.7430 -2.9458 -7.6122  -0.13
H -2.1440 -3.6802 -8.4152  0.50
H -4.3134 -1.7411 -5.9322  0.05
H -5.8465 -2.7511 -7.3009  0.33
H -4.5415 -3.9236 -7.8580  0.36
H -4.7688 -2.3832 -8.6329  0.33
C -3.9147 -6.3827 2.8175  -1.00
C -3.9978 -5.0613 3.6026  0.72
O -5.0161 -4.4812 3.9643  -0.67
N -2.7239 -4.6675 3.8554  0.09
C -2.4882 -3.4330 4.6202  -0.65
H -3.4397 -7.2037 3.3495  0.37
H -3.3844 -6.2497 1.8678  0.04
H -4.9059 -6.7395 2.4772  0.36
H -1.9800 -5.2623 3.5538  0.14
H -3.4304 -3.0310 4.9709  0.49
H -2.0068 -2.6318 4.0313  -0.39
H -1.8932 -3.6317 5.5221  0.57
C -3.8824 3.7433 5.3322  -0.74
C -5.0811 2.8778 5.1693  0.83
O -5.6608 2.2953 6.1104  -0.75
N -5.5521 2.7254 3.9136  0.21
C -6.8253 2.0348 3.7369  -0.79
H -2.9938 3.0637 5.2281  -0.03
H -3.9762 4.1706 6.3090  0.43
H -3.7512 4.4662 4.5504  0.15
H -5.0352 3.1427 3.1241  0.44
H -6.6680 0.9895 4.1038  0.09
H -6.9392 2.0509 2.6322  0.20
H -7.6707 2.3924 4.2986  0.35
C 3.5383 0.6356 2.6045  0.98
C 3.7401 1.6430 3.7556  0.03
O 4.1326 1.2788 4.8500  -0.84
N 3.5436 2.9268 3.4582  1.12
C 3.6496 3.9984 4.4223  -1.00
H 4.5019 0.4901 2.0958  -0.15
H 2.7727 1.0028 1.9241  -0.42
H 3.2948 -0.2876 3.1157  0.04
H 3.2623 3.0874 2.5039  -0.66
H 3.6924 3.5636 5.4005  0.25
H 2.8234 4.7452 4.3937  0.19
H 4.5564 4.6021 4.2758  0.28
C -0.3308 0.3864 1.8591  1.30
C 0.1556 0.9780 0.5330  -0.31
O 1.0035 1.8330 0.5185  -0.29
N -0.2440 0.4524 -0.6586  1.36
C 0.2022 0.9063 -1.9423  0.10
H -1.1953 -0.2050 1.6423  -0.19
H -0.6735 1.1723 2.5813  -0.68
H 0.4585 -0.1507 2.4074  0.10
H -0.8665 -0.3622 -0.6391  -0.80
H -0.3789 1.7755 -2.2433  -0.50
H 0.0850 0.1033 -2.7256  -0.17
H 1.2200 1.2412 -1.9148  0.30
C 0.8051 1.5722 5.3678  1.53
C 0.7458 2.7810 6.2900  -0.07
O 0.7786 3.9617 5.9219  -0.71
N 0.8151 2.4342 7.5805  0.23
C 0.6783 3.4156 8.6211  -1.14
H 0.9456 1.9182 4.3581  -1.14
H -0.1322 1.0093 5.4073  -0.30
H 1.5633 0.9558 5.7749  0.29
H 0.5900 1.4836 7.8878  0.25
H -0.2857 3.9149 8.6490  0.29
H 1.4633 4.1603 8.5889  0.31
H 0.8324 2.9216 9.5869  0.40
C 5.0288 -3.2623 8.3041  -1.32
C 4.2388 -1.9937 8.0403  0.60
O 3.1060 -1.9728 7.6876  -0.38
N 4.9677 -0.8375 8.2235  -0.17
C 4.4470 0.5029 8.2725  -0.73
H 5.7159 -3.0870 9.1340  0.44
H 5.6977 -3.5354 7.4739  0.27
H 4.4094 -4.1125 8.6273  0.26
H 5.8632 -1.0633 8.6558  0.23
H 3.4788 0.6218 8.7522  0.24
H 4.4319 0.9819 7.2558  0.11
H 5.1697 1.0015 8.8663  0.45
C 0.9030 -4.5127 -4.4960  -0.23
C 1.1789 -4.0691 -3.1110  -0.63
O 0.4068 -3.3084 -2.5215  0.15
N 2.3129 -4.5172 -2.5681  1.06
C 3.3764 -5.3792 -3.0779  -1.38
H 1.4421 -5.3992 -4.7780  0.60
H 1.2587 -3.7491 -5.1696  -0.06
H -0.1528 -4.6753 -4.6182  -0.33
H 2.6051 -4.0807 -1.7206  -0.34
H 3.6957 -5.8813 -2.1887  0.37
H 4.1566 -4.8195 -3.5904  0.26
H 3.0011 -6.1071 -3.7495  0.55
C 0.2890 -6.3883 1.3064  -0.72
C 0.4602 -5.2689 2.3289  0.71
O -0.2170 -5.2004 3.3244  -0.85
N 1.4508 -4.3923 2.1065  0.56
C 1.7431 -3.4416 3.2019  -0.50
H -0.7848 -6.5386 1.3041  0.29
H 0.8409 -7.2090 1.7591  0.47
H 0.8073 -6.2105 0.2965  -0.22
H 1.9908 -4.3459 1.2260  -0.17
H 1.9483 -4.0166 4.1244  0.51
H 0.8964 -2.7637 3.4115  -0.28
H 2.6415 -2.9155 2.9142  0.09
C -2.8818 6.1627 -2.8397  -1.25
C -2.1322 5.1629 -3.7190  0.62
O -1.3688 4.3284 -3.2757  -0.49
N -2.4458 5.2134 -5.0167  -0.17
C -1.9003 4.2543 -5.9675  -0.12
H -3.8070 5.7739 -2.4134  0.24
H -3.0822 7.0294 -3.4461  0.54
H -2.2775 6.4948 -2.0008  0.03
H -3.0510 5.9179 -5.3524  0.19
H -1.4403 3.4536 -5.3933  -0.57
H -1.0616 4.6640 -6.5610  0.34
H -2.6306 3.8380 -6.6222  0.49
C 5.8792 -3.3730 0.8510  -1.25
C 4.4350 -3.1840 0.3403  0.58
O 3.7775 -4.1720 0.0512  -0.72
N 3.9783 -1.9311 0.2208  1.20
C 2.6603 -1.6250 -0.2134  0.73
H 5.7986 -3.3503 1.9491  0.28
H 6.4558 -2.5532 0.4200  0.09
H 6.2849 -4.2892 0.5188  0.49
H 4.5944 -1.1745 0.4185  -0.32
H 2.4718 -0.5128 -0.2018  0.08
H 1.9748 -2.0384 0.5627  -0.69
H 2.3117 -2.0231 -1.1920  -0.59
C 1.6697 -1.6424 -7.6886  0.20
C 1.5674 -1.6379 -9.1803  0.12
O 2.4247 -2.1116 -9.9130  -0.72
N 0.3572 -1.1863 -9.6303  0.32
C 0.0387 -1.0451 -10.9943  -1.13
H 2.6981 -1.6101 -7.3667  0.53
H 1.3176 -2.5892 -7.2784  0.11
H 1.0966 -0.9028 -7.1869  -0.29
H -0.2330 -0.8024 -8.8885  -0.09
H 0.7859 -1.5215 -11.6135  0.40
H -0.0073 -0.0176 -11.3105  0.30
H -0.8262 -1.6911 -11.1362  0.36
C 6.4921 3.4764 1.3400  -0.22
C 5.3429 4.3553 0.8857  0.43
O 4.2714 3.8884 0.4753  -0.32
N 5.4969 5.7238 1.0624  -0.20
C 4.3858 6.6333 0.8357  -0.65
H 6.6733 2.7274 0.6052  -0.30
H 6.1678 2.9333 2.2654  0.02
H 7.4226 4.0371 1.4892  0.47
H 6.4473 5.9737 1.2294  0.22
H 3.4640 6.2104 1.1455  0.03
H 4.3363 6.9022 -0.2236  0.30
H 4.5866 7.5405 1.4097  0.34
C -2.5753 3.1541 0.0223  2.76
C -3.3680 4.1104 0.8524  -0.83
O -4.1929 3.6836 1.6752  -0.71
N -3.0837 5.4163 0.7350  0.61
C -3.6792 6.4495 1.5516  -1.19
H -1.5722 3.1054 0.3747  -0.55
H -2.5389 3.3855 -1.0437  -0.57
H -3.0321 2.1364 0.0438  -0.67
H -2.2997 5.6479 0.1256  -0.38
H -3.7124 7.3478 0.9700  0.33
H -3.0958 6.6898 2.4359  0.24
H -4.6504 6.1884 1.8403  0.48
C 0.4128 -1.9730 6.1617  0.55
C 0.1948 -1.7478 7.6795  -0.23
O -0.0680 -0.6491 8.1493  -0.77
N 0.2521 -2.7902 8.5044  -0.09
C 0.9314 -4.0589 8.1002  -0.70
H 1.4899 -1.9886 6.1055  0.82
H 0.0604 -1.0415 5.7310  -0.79
H -0.0138 -2.8545 5.7284  0.28
H 0.0423 -2.6574 9.5065  0.34
H 0.2808 -4.9558 8.0915  0.32
H 1.7197 -4.3388 8.8544  0.26
H 1.2860 -3.9815 7.0974  0.12
C 3.7426 3.3801 -2.8202  -0.94
C 2.3437 3.3612 -3.3912  0.28
O 2.1363 2.6800 -4.4458  -0.72
N 1.3737 4.0653 -2.7689  0.56
C 1.4837 4.9244 -1.5520  -0.51
H 4.3002 2.7157 -3.4584  0.39
H 3.7885 3.0279 -1.7865  -0.15
H 4.1515 4.3942 -2.8018  0.44
H 0.4885 4.0520 -3.2639  0.00
H 0.4864 5.1876 -1.2289  0.02
H 2.0277 5.8794 -1.7013  0.23
H 1.9520 4.3014 -0.7430  0.04

Results
charge: 0
LUMO: 0.0072 hartree

***

Record 2
Below is a 13-piece molecular cluster, C75H69F9O3 overall, with properties calculated with wB97M-V/def2-TZVPD.

Each line ends with the Mulliken charge.
Atoms and positions in Å:
C 8.6539 -3.8361 0.7595  -0.78
O 7.2861 -3.7830 0.4370  -0.26
C 6.4072 -4.4544 1.1748  0.74
O 6.6164 -4.9897 2.2268  -0.58
O 5.2383 -4.3587 0.5495  -0.17
C 4.0937 -4.9758 1.1237  -0.47
H 8.8309 -3.8864 1.8375  0.35
H 9.1467 -2.9656 0.3410  0.25
H 9.1418 -4.7373 0.3738  0.29
H 4.1720 -5.1005 2.2005  0.42
H 3.9264 -5.9329 0.6331  0.31
H 3.2631 -4.3072 0.9122  -0.05
F -4.9314 -2.5621 4.0664  -0.38
C -4.8938 -2.7366 2.7312  0.13
C -5.8407 -3.5108 2.0942  -0.51
C -5.8064 -3.5947 0.7004  -0.68
C -4.8995 -2.8362 -0.0139  -0.82
C -3.8932 -2.1323 0.6417  -0.27
C -3.8467 -2.1726 2.0261  0.50
H -6.5442 -4.0500 2.7183  0.47
H -6.6053 -4.1295 0.2051  0.44
H -5.0546 -2.7246 -1.0801  0.48
H -3.1464 -1.5833 0.0859  0.54
H -3.0431 -1.6977 2.5759  0.00
F -2.1691 -3.6920 -1.1538  0.10
C -1.5276 -3.6259 -2.3420  -0.01
C -0.3433 -2.9161 -2.4123  0.01
C 0.2637 -2.7329 -3.6477  -0.03
C -0.2569 -3.3746 -4.7645  -1.11
C -1.4465 -4.0778 -4.6661  -0.42
C -2.0923 -4.2112 -3.4492  -0.84
H 0.0325 -2.3877 -1.5430  0.51
H 1.1198 -2.0846 -3.7681  0.66
H 0.1964 -3.2700 -5.7420  0.44
H -1.9304 -4.5137 -5.5302  0.38
H -3.0572 -4.6975 -3.3912  0.44
F 1.6307 -5.2190 2.5286  -0.15
C 0.2890 -5.3171 2.7088  0.24
C -0.5485 -5.0624 1.6416  -0.19
C -1.9159 -5.1649 1.8340  -0.39
C -2.4230 -5.4495 3.0940  -0.56
C -1.5567 -5.6861 4.1495  -0.58
C -0.1843 -5.6219 3.9676  -0.63
H -0.1056 -4.8168 0.6836  0.46
H -2.5694 -4.9669 0.9941  0.38
H -3.4961 -5.5744 3.1631  0.49
H -1.9563 -6.0189 5.0990  0.41
H 0.4704 -5.8162 4.8059  0.47
F 6.1548 3.2979 -2.4084  -0.40
C 4.9298 3.5479 -2.9256  0.19
C 4.8465 3.8884 -4.2620  -0.43
C 3.5997 4.1079 -4.8311  -0.61
C 2.4615 3.9344 -4.0527  -0.38
C 2.5614 3.5822 -2.7155  0.04
C 3.8125 3.3888 -2.1293  -0.37
H 5.7758 3.9732 -4.8124  0.45
H 3.5062 4.3339 -5.8839  0.41
H 1.4765 4.0569 -4.4865  0.34
H 1.6786 3.4833 -2.1004  0.19
H 3.9314 3.0686 -1.1024  0.59
F -3.8990 4.9352 2.9364  -0.32
C -4.1649 3.7282 3.4759  0.29
C -3.5466 2.6042 2.9728  0.01
C -3.7721 1.3953 3.6086  -0.29
C -4.5462 1.3240 4.7592  -0.74
C -5.1686 2.4657 5.2363  -0.43
C -4.9660 3.6804 4.6017  -0.59
H -2.9543 2.6570 2.0678  0.35
H -3.3456 0.4883 3.2011  0.40
H -4.6955 0.3512 5.2093  0.44
H -5.7516 2.4242 6.1472  0.41
H -5.2569 4.6342 5.0260  0.46
F -0.6316 3.6745 -1.9349  0.35
C -1.8028 4.3072 -2.1736  0.03
C -2.7817 4.2935 -1.2124  0.05
C -3.9515 4.9894 -1.4473  -0.75
C -4.1718 5.6046 -2.6800  -0.74
C -3.1981 5.5112 -3.6583  -0.44
C -2.0017 4.8605 -3.4250  -0.66
H -2.5923 3.8341 -0.2500  0.59
H -4.7056 5.1013 -0.6793  0.48
H -5.1373 6.0409 -2.8939  0.38
H -3.4160 5.9153 -4.6411  0.41
H -1.1671 4.8453 -4.1132  0.40
F 4.8976 -0.0544 -4.8651  -0.41
C 5.0778 -0.4578 -3.5872  0.09
C 4.2970 -1.4895 -3.1032  -0.17
C 4.5870 -2.0286 -1.8547  -0.32
C 5.5887 -1.4655 -1.0828  -0.18
C 6.3532 -0.4221 -1.5831  -1.11
C 6.0757 0.1174 -2.8318  -0.28
H 3.4876 -1.8328 -3.7372  0.48
H 3.9487 -2.8376 -1.5226  0.49
H 5.8047 -1.8774 -0.1087  0.48
H 7.1496 -0.0001 -0.9847  0.44
H 6.6219 0.9806 -3.1858  0.50
F 2.7748 6.8462 1.6393  -0.35
C 1.8229 5.8907 1.5874  0.21
C 0.5621 6.1980 2.0533  -0.60
C -0.4284 5.2274 2.0026  -0.38
C -0.1126 3.9936 1.4481  0.33
C 1.1642 3.6812 1.0129  -0.42
C 2.1450 4.6613 1.0534  -0.55
H 0.3850 7.1772 2.4804  0.45
H -1.4220 5.4242 2.3801  0.42
H -0.8645 3.2117 1.3971  0.07
H 1.4406 2.6781 0.7189  0.32
H 3.1437 4.5433 0.6529  0.42
F 1.6404 0.8720 -1.2098  0.06
C 0.9505 0.1013 -0.3378  -0.18
C -0.2844 0.5408 0.0872  -0.04
C -0.9051 -0.1141 1.1468  -0.58
C -0.3184 -1.2597 1.6707  -0.54
C 0.9272 -1.6876 1.2402  0.00
C 1.5936 -0.9629 0.2542  -1.44
H -0.6524 1.4816 -0.3102  0.93
H -1.8690 0.2509 1.4779  0.36
H -0.7537 -1.7322 2.5451  0.37
H 1.4407 -2.5010 1.7353  0.47
H 2.6320 -1.1307 -0.0103  0.57
C -5.8885 2.4227 -1.4672  -0.42
C -5.1348 1.4695 -0.7984  -0.61
C -5.3418 1.2380 0.5574  0.03
C -6.4063 1.8610 1.2105  -0.59
C -7.1955 2.7711 0.5345  -0.51
C -6.9338 3.0543 -0.8040  -0.50
H -5.7385 2.6855 -2.5063  0.39
H -4.2893 1.0006 -1.2929  0.56
H -4.6916 0.5398 1.0663  0.49
H -6.5432 1.6344 2.2622  0.41
H -7.9514 3.3183 1.0839  0.38
H -7.5250 3.8072 -1.3115  0.39
C -0.7635 0.7984 -4.8671  -0.78
C -0.5697 0.3487 -6.1780  -0.57
C 0.7138 0.0331 -6.5987  -0.53
C 1.7844 0.1845 -5.7320  -0.67
C 1.5836 0.6964 -4.4595  0.10
C 0.3016 0.9663 -3.9983  0.27
H -1.7797 1.0327 -4.5673  0.47
H -1.4795 0.2021 -6.7457  0.38
H 0.8564 -0.3571 -7.6007  0.39
H 2.7919 -0.0250 -6.0636  0.40
H 2.4491 0.8821 -3.8336  0.30
H 0.1003 1.3213 -2.9986  0.18
C 3.2621 -0.2685 6.5351  -0.39
C 4.3633 -0.7839 5.8561  -0.46
C 4.1688 -1.7423 4.8737  -0.63
C 2.8819 -2.1677 4.5564  0.11
C 1.8043 -1.6845 5.2718  -0.18
C 1.9790 -0.7212 6.2605  -0.64
H 3.4174 0.4240 7.3554  0.34
H 5.3474 -0.4200 6.1199  0.38
H 5.0174 -2.2123 4.3905  0.49
H 2.7999 -2.9886 3.8530  0.22
H 0.7970 -1.9784 4.9933  0.36
H 1.1060 -0.3391 6.7708  0.40

Results
charge: 0
LUMO: 0.0190 hartree